Molecular formula: C12H14N4O2S2
Method: DFT, wB97M-V/def2-TZVPD

Its structure (SMILES) is Cc1cc(C)nc(SCC(=O)NC2=NC(=O)[C@@H](C)S2)n1. The gap between HOMO and LUMO comes out at 8.963 eV. The value obtained for the largest force on an atom is 0.02601 Eh/bohr. The energy above the lowest of the compared OMol25 structures with the same formula, charge and spin comes out at 0.000 eV. The HOMO energy is -0.321 hartree.

```
! wB97M-V def2-TZVPD RIJCOSX def2/J DEFGRID3
* xyz 0 1
C 0.4884 3.2445 -3.5521
C 1.2987 2.2552 -2.7844
C 2.5229 1.7767 -3.2376
C 3.1879 0.8459 -2.4421
C 4.5156 0.2812 -2.8242
N 2.6563 0.4201 -1.3029
C 1.4845 0.9288 -0.9655
S 0.8278 0.3413 0.5551
C -0.8774 1.0073 0.4430
C -1.6560 -0.0008 -0.3404
O -1.9429 0.0960 -1.5040
N -2.0018 -1.1827 0.3282
C -1.9000 -1.5104 1.6305
N -1.5607 -0.7295 2.5851
C -1.5494 -1.3035 3.8258
O -1.2773 -0.7447 4.8500
C -1.9624 -2.8003 3.7977
C -3.1606 -3.0420 4.7023
S -2.2936 -3.1823 2.0625
N 0.7892 1.8283 -1.6336
H -0.1948 3.7609 -2.8840
H -0.1030 2.7169 -4.3001
H 1.1296 3.9601 -4.0609
H 2.9452 2.1162 -4.1696
H 4.4535 -0.1972 -3.8000
H 4.8282 -0.4456 -2.0809
H 5.2553 1.0777 -2.8848
H -0.8195 1.9470 -0.1035
H -1.2326 1.1153 1.4641
H -2.3885 -1.8946 -0.2844
H -1.1115 -3.4052 4.1214
H -3.3933 -4.1022 4.7647
H -2.9249 -2.6684 5.6968
H -4.0332 -2.5101 4.3278
*
```